Molecular formula: C35H51N8O2P
Method: DFT, ωB97M-V/def2-TZVPD

The calculation puts the energy relative to the best compared isomer or geometry (same formula, charge and spin) at 85.5 kcal/mol. Its SMILES is CCOCCPN(C)C(C)=O.c1cc[nH]c1.c1cc[nH]c1.c1cc[nH]c1.c1cc[nH]c1.c1cc[nH]c1.c1cc[nH]c1.c1cc[nH]c1. The HOMO-LUMO gap is 8.15 eV. Its HOMO energy is -8.147 eV.

Each line ends with the Mulliken charge.
Element x y z (Å)
C: 3.096 -0.639 0.888  -0.8843
C: 2.075 0.685 0.847  0.4095
O: 2.750 1.806 0.175  -0.4218
C: 1.828 2.611 -0.640  0.2613
C: 0.410 3.000 0.084  -0.4905
P: -0.982 2.066 -0.854  0.0277
N: -2.558 2.223 0.039  -0.1136
C: -2.404 1.570 1.422  -0.6313
C: -3.582 1.476 -0.787  0.3961
C: -3.387 -0.111 -1.160  -0.5296
O: -4.687 2.113 -1.187  -0.5428
H: 4.222 -0.322 0.946  0.3442
H: 2.898 -1.230 -0.129  0.1408
H: 2.796 -1.343 1.803  0.2498
H: 1.101 0.304 0.316  -0.2859
H: 1.912 0.987 1.983  0.2386
H: 2.388 3.644 -0.849  0.0423
H: 1.670 2.135 -1.723  -0.1507
H: 0.388 2.871 1.247  0.2900
H: 0.222 4.157 -0.135  0.4238
H: -0.659 0.634 -0.933  -0.1004
H: -3.461 1.159 1.723  0.3340
H: -2.037 2.410 2.187  0.2588
H: -1.562 0.726 1.407  0.1294
H: -4.433 -0.631 -1.387  0.3142
H: -2.807 -0.694 -0.295  0.1034
H: -2.758 -0.202 -2.143  0.2125
N: 2.754 5.220 -3.604  0.1205
C: 1.444 4.895 -3.846  -0.4287
C: 0.885 5.909 -4.591  -0.6703
C: 1.894 6.876 -4.812  -0.2224
C: 3.038 6.424 -4.194  -1.0335
H: 3.408 4.659 -3.075  0.2440
H: 1.023 3.973 -3.467  0.4970
H: -0.139 5.947 -4.940  0.4089
H: 1.796 7.803 -5.363  0.4096
H: 4.028 6.856 -4.123  0.6420
N: -2.501 -0.756 5.937  0.0723
C: -3.258 -0.145 4.972  -0.7010
C: -3.799 -1.125 4.170  -0.2911
C: -3.357 -2.372 4.673  -0.6698
C: -2.559 -2.115 5.766  -0.5196
H: -1.981 -0.279 6.662  0.1890
H: -3.346 0.933 4.937  0.4446
H: -4.444 -0.961 3.317  0.4691
H: -3.595 -3.352 4.281  0.5236
H: -2.029 -2.780 6.433  0.4712
N: -0.472 -3.571 1.926  0.1761
C: -0.473 -4.907 2.234  -0.5896
C: 0.486 -5.522 1.460  -0.4564
C: 1.090 -4.522 0.662  -0.6392
C: 0.482 -3.326 0.972  -0.2912
H: -1.079 -2.875 2.338  0.0999
H: -1.155 -5.304 2.973  0.3693
H: 0.725 -6.578 1.471  0.4187
H: 1.884 -4.659 -0.060  0.4266
H: 0.644 -2.325 0.596  0.4292
N: -1.596 -2.757 9.027  0.1272
C: -2.343 -3.893 9.204  -0.1938
C: -2.053 -4.404 10.449  -0.5980
C: -1.102 -3.543 11.047  -0.4169
C: -0.840 -2.533 10.148  -0.4896
H: -1.603 -2.175 8.200  0.1585
H: -3.014 -4.240 8.430  0.3477
H: -2.480 -5.299 10.881  0.3755
H: -0.656 -3.648 12.028  0.3836
H: -0.182 -1.677 10.210  0.3297
N: -2.633 -4.762 -0.283  0.1472
C: -3.721 -4.183 0.316  -0.3100
C: -4.800 -4.332 -0.527  -0.7239
C: -4.347 -5.032 -1.671  -0.5293
C: -3.006 -5.287 -1.492  -0.5696
H: -1.700 -4.797 0.108  0.2932
H: -3.635 -3.714 1.287  0.4999
H: -5.805 -3.977 -0.338  0.4133
H: -4.936 -5.319 -2.533  0.4090
H: -2.287 -5.795 -2.121  0.3889
N: 1.281 -0.466 -3.194  0.2051
C: 1.787 -0.225 -4.445  -0.5608
C: 1.063 -0.971 -5.348  -0.4874
C: 0.082 -1.682 -4.617  -0.7653
C: 0.238 -1.349 -3.290  -0.4034
H: 1.623 -0.055 -2.335  0.1819
H: 2.618 0.454 -4.584  0.4336
H: 1.224 -0.999 -6.418  0.3956
H: -0.658 -2.364 -5.015  0.4202
H: -0.303 -1.666 -2.407  0.5914
N: 5.260 5.708 -6.851  0.1019
C: 5.358 4.748 -7.824  -0.3839
C: 6.351 5.128 -8.698  -0.5328
C: 6.874 6.358 -8.233  -0.5442
C: 6.184 6.691 -7.089  -0.3037
H: 4.607 5.693 -6.078  0.2518
H: 4.714 3.879 -7.812  0.3570
H: 6.666 4.578 -9.576  0.3726
H: 7.670 6.938 -8.684  0.3736
H: 6.270 7.543 -6.427  0.3300